No. 1
{
  "formula": "C12H32N2O5",
  "method": "ωB97M-V with the def2-TZVPD basis set",
  "spin_multiplicity": 2,
  "homo_lumo_gap_ev": [8.38, 2.62],
  "charge": 1,
  "e_tot_ha": -961.66062,
  "de_lowest_kj_mol": 0.0,
  "symbols": ["O", "H", "H", "C", "O", "C", "C", "N", "C", "C", "O", "C", "H", "H", "H", "H", "H", "H", "H", "H", "H", "H", "H", "H", "H", "H", "H", "C", "O", "C", "C", "N", "C", "C", "O", "C", "H", "H", "H", "H", "H", "H", "H", "H", "H", "H", "H", "H", "H", "H", "H"],
  "positions_angstrom": [[0.8570, -1.2137, -0.7429], [0.6604, -1.5544, 0.1298], [1.6609, -1.6646, -1.0010], [-5.1904, 2.8600, 1.8614], [-4.0157, 2.7352, 0.9986], [-2.8168, 2.3289, 1.7140], [-1.6044, 2.3175, 0.6883], [-1.9700, 1.4368, -0.4181], [-0.9463, 1.6453, -1.5075], [-1.3435, 0.8985, -2.7909], [-2.4020, 1.7020, -3.3423], [-3.6411, 1.0391, -3.4469], [-5.3231, 3.7256, 2.5104], [-5.2335, 2.0518, 2.5915], [-6.0673, 2.8866, 1.2145], [-3.0196, 1.3329, 2.1079], [-2.6072, 3.0744, 2.4811], [-0.7170, 1.8921, 1.1570], [-1.4144, 3.3538, 0.4091], [-2.7650, 1.9344, -0.7930], [-0.0380, 1.1225, -1.2081], [-0.7705, 2.6930, -1.7515], [-1.6399, -0.1501, -2.7651], [-0.4226, 1.0009, -3.3649], [-3.8057, 0.7019, -4.4703], [-4.3758, 1.7824, -3.1375], [-3.8736, 0.1799, -2.8177], [-0.6955, -1.3537, 2.3840], [0.4835, -1.9141, 1.8889], [1.6295, -1.8705, 2.7015], [2.9028, -1.7064, 1.8071], [3.1375, -2.9011, 1.0532], [4.3914, -2.9220, 0.3022], [4.5712, -1.8683, -0.7700], [3.5335, -1.8299, -1.7210], [3.4742, -0.5665, -2.3846], [-0.5809, -0.4191, 2.9331], [-1.2170, -2.0066, 3.0839], [-1.4297, -1.2487, 1.5854], [1.6915, -2.6689, 3.4410], [1.5764, -0.9677, 3.3101], [3.8026, -1.5190, 2.3932], [2.7460, -0.7304, 1.3478], [2.3226, -3.0627, 0.4789], [4.6149, -3.8896, -0.1472], [5.2079, -2.8992, 1.0240], [5.5651, -1.9677, -1.2064], [4.6627, -1.0044, -0.1117], [2.5385, -0.5211, -2.9420], [4.3071, -0.5242, -3.0864], [3.5895, 0.2490, -1.6707]],
  "atomic_forces_ev_per_a": [[0.1, 0.2, -0.3], [-0.5, 0.0, 0.5], [0.4, -0.1, -0.5], [0.4, -0.4, -0.4], [-0.2, 0.4, 1.3], [0.1, 0.7, -1.5], [-1.8, -0.8, 1.4], [1.2, 1.5, -1.2], [-0.7, -2.7, 0.7], [-0.1, 2.1, 0.3], [0.5, -1.2, 0.1], [-0.9, 0.6, -0.4], [1.0, 0.7, -0.3], [-0.1, -0.6, -0.4], [0.2, -0.4, -0.1], [0.3, -0.1, 0.3], [0.0, -0.2, 0.4], [0.1, 0.2, 0.3], [0.1, 0.1, -0.2], [-0.8, -0.4, -0.2], [0.3, 0.4, 0.4], [0.0, 0.1, 0.0], [0.1, 0.1, 0.6], [-0.2, -0.2, -0.8], [-0.2, 0.2, -0.2], [-0.3, 0.0, -0.5], [0.9, -0.1, 0.5], [-1.8, -0.1, 0.9], [1.2, -0.7, -0.5], [-0.2, 1.2, 0.4], [-0.3, -1.2, 2.9], [0.5, 3.4, -2.6], [1.0, -3.1, 0.7], [-0.3, 1.2, 0.4], [0.3, -0.3, 1.3], [0.5, 0.0, -0.6], [0.5, 0.3, -0.4], [0.3, -0.4, 0.2], [0.5, 0.3, -0.3], [0.1, -0.5, -0.4], [0.2, 0.3, 0.1], [0.0, -0.1, 0.4], [-0.2, -0.2, -1.5], [-0.7, -1.2, -0.1], [-1.0, -0.4, -0.1], [0.0, 0.8, 0.1], [0.0, -0.5, -0.2], [-0.4, 1.1, -0.6], [0.1, 0.0, 0.3], [0.0, 0.2, -0.1], [-0.3, 0.1, 0.0]],
  "mulliken_charge": [-0.533, 0.408, 0.402, -0.755, -0.326, -0.579, -0.725, -0.253, -0.544, -0.564, -0.380, -0.831, 0.291, 0.293, 0.264, 0.335, 0.424, 0.344, 0.418, 0.253, 0.319, 0.346, 0.351, 0.324, 0.326, 0.278, 0.358, -0.928, -0.384, -0.797, -0.519, 0.121, -0.932, -0.396, -0.408, -0.741, 0.350, 0.376, 0.331, 0.359, 0.468, 0.649, 0.284, 0.325, 0.387, 0.448, 0.476, 0.343, 0.253, 0.340, 0.354]
}

=====

No. 2
{
  "formula": "C12H32O6",
  "method": "ωB97M-V with the def2-TZVPD basis set",
  "spin_multiplicity": 1,
  "smiles": "C1CCOC1.C1CCOC1.CO.CO.CO.CO",
  "homo_lumo_gap_ev": 9.88,
  "charge": 0,
  "e_tot_ha": -927.74558,
  "de_lowest_kj_mol": 0.0,
  "symbols": ["C", "C", "C", "O", "C", "H", "H", "H", "H", "H", "H", "H", "H", "C", "C", "C", "O", "C", "H", "H", "H", "H", "H", "H", "H", "H", "C", "O", "H", "H", "H", "H", "C", "O", "H", "H", "H", "H", "C", "O", "H", "H", "H", "H", "C", "O", "H", "H", "H", "H"],
  "positions_angstrom": [[-4.1771, -0.6988, -3.1932], [-2.8231, -1.0059, -2.5421], [-2.5169, -2.4676, -2.9654], [-3.7386, -2.9708, -3.5614], [-4.8052, -2.0876, -3.2185], [-4.0300, -0.3226, -4.2046], [-4.7609, -0.0017, -2.5948], [-2.7980, -0.8968, -1.4570], [-2.0186, -0.3616, -2.9073], [-2.2909, -3.0885, -2.0998], [-1.7726, -2.4951, -3.7553], [-5.1432, -2.3205, -2.1990], [-5.5915, -2.2342, -3.9516], [2.5265, 2.8182, 1.5004], [3.6754, 1.9851, 2.0573], [3.9133, 2.7157, 3.3638], [2.6049, 2.9771, 3.8669], [1.6776, 3.0203, 2.7714], [1.9946, 2.2776, 0.7154], [2.8695, 3.7626, 1.0776], [4.5375, 1.9493, 1.3919], [3.3324, 0.9694, 2.2640], [4.4093, 3.6767, 3.1785], [4.4688, 2.1530, 4.1111], [1.1374, 3.9634, 2.8162], [1.0039, 2.1636, 2.8673], [1.8148, -3.4517, -1.0894], [1.4296, -2.0730, -1.0415], [1.5146, -3.9698, -0.1826], [1.3691, -3.9320, -1.9635], [2.8943, -3.4926, -1.2250], [0.7156, -1.9790, -0.4038], [-3.8891, 1.0367, 2.8894], [-2.5611, 0.6564, 3.2135], [-4.3318, 1.6842, 3.6448], [-3.8823, 1.5974, 1.9486], [-4.5025, 0.1483, 2.7334], [-2.3323, 0.9010, 4.1117], [-0.3990, 0.3803, 0.3910], [-1.3930, -0.5169, 0.8430], [0.0566, -0.0174, -0.5169], [-0.8572, 1.3079, 0.0155], [0.3404, 0.6100, 1.1585], [-1.8508, -0.1188, 1.5941], [4.3877, -0.3395, -1.5602], [3.0771, 0.0572, -1.9099], [4.9966, -0.4795, -2.4573], [4.8531, 0.4194, -0.9245], [4.3913, -1.2833, -1.0039], [2.4738, -0.6259, -1.5968]],
  "atomic_forces_ev_per_a": [[0.2, -0.3, 0.3], [0.8, -0.1, -0.2], [-1.3, 0.5, -0.2], [0.2, 0.2, 0.0], [0.7, 0.0, 0.3], [-0.1, 0.1, 0.0], [0.0, 0.1, -0.2], [-0.4, -0.1, 0.0], [-0.2, 0.1, 0.0], [0.4, -0.1, -0.1], [0.3, -0.3, 0.2], [-0.3, -0.1, -0.1], [-0.2, 0.0, 0.1], [-0.5, -0.3, 0.0], [0.1, 0.3, -0.1], [-0.1, 0.1, -0.1], [-0.1, 0.0, 0.1], [0.6, -0.3, -0.3], [-0.1, 0.1, 0.0], [0.1, 0.0, 0.1], [0.0, 0.0, 0.1], [0.1, 0.0, -0.1], [0.2, -0.1, 0.0], [0.0, 0.0, 0.0], [-0.1, 0.0, -0.1], [-0.3, 0.2, 0.1], [0.0, 0.3, -0.4], [0.0, -0.2, 0.2], [0.1, -0.1, 0.0], [-0.1, -0.1, 0.1], [0.0, 0.0, 0.2], [0.0, 0.1, 0.0], [-0.2, 0.2, -0.3], [0.2, 0.0, -0.1], [0.0, -0.1, 0.1], [0.1, -0.1, 0.1], [-0.1, 0.0, 0.2], [-0.1, 0.0, 0.0], [-0.6, 0.6, -0.6], [0.1, -0.3, -0.2], [0.2, -0.3, 0.3], [0.1, 0.1, 0.4], [0.1, -0.1, -0.1], [0.2, 0.0, 0.2], [0.0, -0.1, 0.1], [0.1, 0.1, 0.0], [0.0, 0.1, 0.0], [0.0, 0.0, -0.1], [0.0, 0.0, 0.0], [-0.2, -0.1, 0.0]],
  "mulliken_charge": [-0.564, -0.151, -0.446, -0.464, -0.455, 0.276, 0.305, 0.066, 0.290, 0.282, 0.263, 0.254, 0.341, -0.508, -0.310, -0.509, -0.428, -0.204, 0.164, 0.360, 0.252, 0.201, 0.280, 0.311, 0.294, 0.132, -0.691, -0.445, 0.326, 0.250, 0.238, 0.242, -0.597, -0.562, 0.369, 0.203, 0.244, 0.309, -0.850, -0.505, 0.275, 0.392, 0.382, 0.288, -0.517, -0.503, 0.282, 0.151, 0.219, 0.461]
}

=====

No. 3
{
  "formula": "C12H33AgN3O3",
  "method": "ωB97M-V with the def2-TZVPD basis set",
  "spin_multiplicity": 2,
  "homo_lumo_gap_ev": [9.98, 5.20],
  "charge": 2,
  "e_tot_ha": -1013.27949,
  "de_lowest_kj_mol": 71.6,
  "symbols": ["Ag", "C", "C", "C", "O", "C", "N", "H", "H", "H", "H", "H", "H", "H", "H", "H", "H", "H", "C", "C", "C", "O", "C", "N", "H", "H", "H", "H", "H", "H", "H", "H", "H", "H", "H", "C", "C", "C", "O", "C", "N", "H", "H", "H", "H", "H", "H", "H", "H", "H", "H", "H"],
  "positions_angstrom": [[1.3527, 8.1966, 9.9006], [3.6563, 5.7603, 7.1476], [2.8004, 6.3055, 8.2847], [3.1515, 5.7300, 9.6825], [2.0501, 6.0414, 10.5617], [2.0690, 5.3540, 11.8199], [3.0131, 7.7617, 8.2701], [3.5115, 4.6800, 7.1404], [4.6890, 6.1090, 7.1399], [3.2390, 5.9536, 6.1593], [1.7648, 6.1110, 8.0057], [4.0267, 6.2338, 10.0928], [3.3931, 4.6686, 9.7388], [1.4582, 5.9371, 12.5092], [3.0829, 5.2093, 12.1931], [1.5891, 4.3763, 11.8624], [3.3672, 7.9856, 7.3511], [3.8044, 7.8275, 8.8943], [1.1769, 12.4400, 8.2965], [1.5738, 11.1299, 8.9542], [1.9311, 11.3111, 10.4140], [2.4960, 10.1216, 10.9237], [3.0538, 10.1754, 12.2693], [0.4537, 10.2681, 8.6793], [0.5476, 13.0695, 8.9256], [0.6997, 12.3911, 7.3177], [2.0445, 13.0973, 8.2392], [2.4380, 10.7141, 8.4361], [1.0360, 11.5581, 10.9848], [2.6653, 12.1050, 10.5508], [3.9851, 10.7392, 12.3240], [3.1947, 9.1707, 12.6678], [2.2511, 10.5601, 12.8984], [0.4620, 10.1718, 7.6739], [-0.4637, 10.6766, 8.7872], [-1.4864, 6.3624, 10.5806], [-1.6871, 7.8367, 10.5848], [-3.0524, 8.3334, 11.1613], [-3.0353, 9.7788, 11.2472], [-4.3257, 10.2588, 11.7283], [-0.6343, 8.3666, 11.3553], [-2.4750, 5.9498, 10.3791], [-1.1632, 5.8876, 11.5070], [-0.7666, 5.8779, 9.9209], [-1.5888, 8.1866, 9.5572], [-3.3280, 7.8462, 12.0966], [-3.7536, 7.9760, 10.4071], [-4.5497, 9.6852, 12.6278], [-5.1163, 10.0077, 11.0211], [-4.4558, 11.3234, 11.9225], [-0.8436, 9.3510, 11.4408], [-0.6579, 8.0129, 12.3010]],
  "atomic_forces_ev_per_a": [[-1.0, 0.8, 0.0], [-0.7, -1.3, -0.3], [0.6, -0.9, -0.8], [-0.5, 0.5, -0.2], [-0.2, -0.1, -0.5], [-0.3, 0.1, 0.9], [-0.5, -0.3, 2.0], [0.9, -0.3, 0.3], [0.1, -0.4, 0.3], [-0.2, 0.8, 0.1], [-0.2, -0.3, 0.4], [0.4, 0.2, -0.1], [-0.4, -0.1, -0.5], [0.4, 0.3, 0.1], [0.0, 0.4, 0.0], [0.0, -0.2, -1.0], [-0.4, 0.8, -0.3], [0.5, 0.9, 0.0], [1.0, 1.9, 0.6], [0.1, 1.5, -0.6], [0.0, 0.1, 0.5], [0.6, -1.4, 0.1], [-1.3, 0.0, -0.1], [0.1, -2.5, 0.1], [-0.5, -0.4, 0.2], [0.2, -0.4, 0.0], [0.3, -0.1, -0.5], [0.0, -0.1, 0.0], [-0.2, 0.2, 0.2], [-0.1, 0.3, -0.3], [-0.2, 0.1, -0.1], [0.3, -0.2, -0.6], [0.3, 0.6, 0.3], [0.2, -0.8, -0.4], [-0.3, 0.3, 1.0], [-1.4, -2.1, 0.1], [-0.7, -0.4, -0.1], [0.3, 0.3, -1.2], [-0.2, -0.7, 0.1], [-0.5, -1.2, 0.0], [2.2, 2.0, -0.1], [0.1, -0.6, -0.2], [-0.3, 0.6, 0.7], [-0.1, 0.8, -0.8], [-0.2, 0.3, 0.0], [0.2, 0.1, 0.3], [-0.5, 0.2, 0.0], [-0.1, 0.3, 0.3], [0.1, -0.1, -0.3], [1.1, 0.0, -0.1], [0.4, 0.7, 0.2], [0.3, -0.4, 0.2]],
  "mulliken_charge": [0.811, -1.706, 0.400, -0.762, 0.042, -0.886, -0.543, 0.424, 0.400, 0.489, 0.134, 0.449, 0.441, 0.254, 0.402, 0.284, 0.342, 0.277, -1.618, 0.465, -0.846, -0.179, -0.880, -0.360, 0.421, 0.433, 0.432, 0.226, 0.422, 0.430, 0.290, 0.286, 0.363, 0.272, 0.269, -1.413, 0.642, -1.071, -0.322, -0.770, -0.309, 0.404, 0.364, 0.307, 0.191, 0.503, 0.429, 0.326, 0.321, 0.272, 0.163, 0.287]
}

=====

no.,F_max (eV Å⁻¹)
1,4.29
2,1.42
3,3.00